# 1
45
Properties=species:S:1:pos:R:3:mulliken_spin:R:1 method="wB97M-V/def2-TZVPD" e_lumo_ev="-5.11 / -9.54" total_charge=+2 de_lowest_ev=0.000 multiplicity=2 e_tot_ev=-33118.8153 max_force_ev_per_a=0.13 homo_lumo_gap_ev="9.46 / 5.03"
Ba 0.225 1.364 -1.015 0.00
C 1.655 1.257 2.126 0.00
C 0.254 1.381 2.236 0.00
N -0.370 0.346 1.686 0.00
N 0.613 -0.466 1.214 0.00
C 1.841 0.056 1.478 0.00
B 0.277 -1.796 0.499 0.03
N -1.143 -1.738 -0.052 0.00
C -2.244 -2.465 0.225 0.00
C -3.277 -2.004 -0.555 0.00
C -2.709 -0.966 -1.296 0.00
N -1.424 -0.803 -0.995 0.00
N 1.336 -2.028 -0.576 0.00
C 1.847 -3.174 -1.087 0.00
C 2.620 -2.860 -2.176 0.00
C 2.514 -1.470 -2.285 0.00
N 1.739 -0.965 -1.333 0.00
N 0.323 -2.935 1.597 0.12
C 0.439 -2.810 2.880 0.21
C 0.362 -4.132 3.460 0.36
C 0.185 -4.987 2.332 0.10
N 0.156 -4.302 1.232 0.19
H 2.412 1.927 2.496 0.00
H -0.320 2.166 2.703 0.00
H 2.743 -0.453 1.181 0.00
H -2.230 -3.269 0.941 0.00
H -4.288 -2.369 -0.591 0.00
H -3.180 -0.341 -2.039 0.00
H 1.617 -4.132 -0.654 0.00
H 3.179 -3.535 -2.799 0.00
H 2.976 -0.820 -3.012 0.00
H 0.555 -1.856 3.372 0.00
H 0.426 -4.388 4.506 -0.01
H 0.081 -6.061 2.316 0.01
C 0.280 5.830 -0.492 0.00
N -0.751 5.831 -1.515 0.00
C -1.210 4.703 -2.070 0.00
N -2.170 4.799 -3.005 0.00
O -0.755 3.580 -1.727 0.00
H 0.439 6.853 -0.165 0.00
H 1.222 5.444 -0.882 0.00
H -0.029 5.239 0.371 0.00
H -1.141 6.713 -1.800 0.00
H -2.551 5.678 -3.309 0.00
H -2.523 3.957 -3.422 0.00

# 2
14
Properties=species:S:1:pos:R:3:mulliken_charge:R:1 method="wB97M-V/def2-TZVPD" e_lumo_ev=-8.35 total_charge=+2 de_lowest_ev=5.339 e_tot_ev=-8141.3290 max_force_ev_per_a=7.21 homo_lumo_gap_ev=11.02
C -0.174 -1.268 -0.184 0.09
C -0.445 -2.178 2.134 -0.10
N -0.198 -1.596 1.055 -0.03
N 0.286 -0.194 -0.868 -0.01
N 0.661 0.957 -0.318 -0.52
N 0.002 2.227 -0.747 -0.31
H -0.650 -1.922 -0.893 0.37
H -1.385 -2.062 2.691 0.30
H 0.388 -2.804 2.377 0.30
H 0.240 -0.254 -1.884 0.29
H 1.985 1.200 -0.441 0.43
H 0.444 2.798 -1.490 0.39
H -0.322 2.964 -0.073 0.40
H -0.830 2.132 -1.359 0.40

# 3
156
Properties=species:S:1:pos:R:3:mulliken_charge:R:1 method="wB97M-V/def2-TZVPD" e_lumo_ev=0.30 de_lowest_ev=0.824 e_tot_ev=-71776.8327 max_force_ev_per_a=2.95 homo_lumo_gap_ev=9.89
O -18.073 -11.432 3.622 -0.71
H -17.706 -10.612 3.195 0.29
H -18.020 -11.261 4.558 0.31
O -18.905 -10.727 10.340 -0.72
H -19.079 -10.150 9.581 0.28
H -18.495 -11.500 9.967 0.23
O -20.543 -4.117 5.615 -0.50
H -21.288 -4.414 5.082 0.29
H -19.789 -4.447 5.089 0.17
O -17.516 -8.825 11.559 -0.67
H -16.666 -9.143 11.934 0.25
H -18.046 -9.602 11.262 0.47
C -14.388 -6.143 5.521 -1.02
C -15.061 -5.737 6.802 2.20
C -14.482 -6.378 8.036 -0.58
O -15.076 -4.337 6.886 -0.59
H -14.831 -5.732 4.639 0.25
H -14.656 -7.220 5.380 -0.27
H -13.313 -5.873 5.526 0.47
H -16.167 -5.975 6.721 -1.14
H -13.453 -5.989 8.206 0.43
H -14.566 -7.434 7.958 -0.63
H -15.105 -6.178 8.910 0.38
H -14.160 -4.004 6.967 0.30
C -18.942 -6.101 8.428 -1.82
C -19.269 -7.449 7.889 2.55
C -19.009 -7.615 6.431 0.91
O -18.450 -8.376 8.680 0.05
H -19.569 -5.419 7.969 0.92
H -17.870 -5.899 8.230 -0.14
H -19.042 -6.040 9.506 0.34
H -20.277 -7.673 8.204 -1.56
H -19.626 -6.939 5.805 -0.12
H -19.136 -8.687 6.080 -0.47
H -17.934 -7.443 6.166 -0.52
H -18.047 -8.015 9.475 0.06
C -20.681 -11.049 15.847 -1.09
C -21.248 -9.805 16.575 0.42
C -20.146 -8.924 17.114 -0.99
O -22.000 -9.042 15.590 -0.51
H -20.006 -11.611 16.420 0.41
H -20.111 -10.590 15.001 0.11
H -21.426 -11.741 15.396 0.30
H -21.926 -10.103 17.378 0.24
H -20.558 -7.970 17.515 0.32
H -19.531 -8.585 16.255 0.11
H -19.604 -9.415 17.915 0.40
H -22.421 -8.255 15.969 0.29
C -14.953 -11.333 8.272 -1.17
C -14.782 -10.109 7.347 1.12
C -13.660 -10.211 6.316 -1.18
O -16.030 -9.928 6.512 0.18
H -15.842 -11.364 8.886 0.20
H -14.130 -11.574 8.993 0.38
H -15.043 -12.280 7.650 0.20
H -14.486 -9.303 8.069 -0.21
H -12.633 -10.212 6.697 0.38
H -13.792 -9.396 5.624 0.08
H -13.732 -11.198 5.798 0.34
H -16.706 -10.254 7.143 -0.15
C -19.662 -14.093 6.871 -1.70
C -19.115 -12.683 6.756 0.69
C -20.117 -11.563 7.026 0.00
O -17.903 -12.522 7.577 -0.38
H -20.477 -14.327 6.184 0.41
H -20.099 -14.285 7.844 0.39
H -18.869 -14.808 6.599 0.40
H -18.783 -12.652 5.685 -0.18
H -21.038 -11.679 6.415 0.49
H -19.739 -10.540 6.727 -0.36
H -20.277 -11.548 8.113 -0.11
H -17.291 -13.221 7.395 0.25
C -23.839 -7.683 10.928 -1.39
C -22.712 -8.529 10.295 1.86
C -22.780 -9.939 10.836 -1.37
O -22.827 -8.526 8.858 -0.43
H -23.796 -6.628 10.710 0.21
H -23.661 -7.797 11.975 0.32
H -24.914 -7.987 10.634 0.36
H -21.756 -8.101 10.684 -0.51
H -23.842 -10.366 10.800 0.30
H -22.370 -9.924 11.842 0.31
H -22.149 -10.640 10.282 0.26
H -22.024 -8.879 8.489 0.07
C -24.147 -6.852 6.106 -1.69
C -22.778 -7.178 5.554 1.67
C -22.800 -8.552 4.930 -1.46
O -22.370 -6.177 4.603 -0.57
H -24.444 -7.505 6.946 0.26
H -24.880 -6.888 5.339 0.43
H -24.168 -5.785 6.349 0.40
H -22.165 -7.226 6.457 -0.42
H -23.356 -8.461 3.938 0.36
H -23.370 -9.282 5.556 0.38
H -21.752 -8.793 4.780 0.34
H -21.840 -6.531 3.848 0.26
C -20.648 -7.060 12.926 -0.19
C -19.287 -6.555 13.471 0.62
C -19.473 -5.290 14.384 -1.52
O -18.580 -7.607 14.158 -0.59
H -20.668 -8.151 12.882 0.19
H -20.804 -6.572 11.908 -0.38
H -21.430 -6.739 13.580 0.37
H -18.616 -6.293 12.580 0.11
H -19.737 -4.463 13.723 0.33
H -18.487 -5.142 14.803 0.43
H -20.213 -5.510 15.184 0.32
H -18.339 -8.183 13.361 0.32
C -19.378 -5.210 2.306 -1.06
C -18.187 -4.435 2.841 0.91
C -18.326 -2.954 2.630 -1.09
O -18.061 -4.864 4.223 -0.12
H -19.499 -4.867 1.252 0.43
H -20.301 -4.861 2.707 0.26
H -19.288 -6.314 2.567 0.06
H -17.309 -4.872 2.296 -0.03
H -17.418 -2.463 3.160 0.19
H -19.236 -2.583 3.169 0.16
H -18.395 -2.743 1.521 0.44
H -17.762 -4.086 4.782 0.26
C -18.322 -0.828 5.980 -1.38
C -17.572 -1.875 6.807 0.50
C -18.397 -2.533 7.930 -0.86
O -17.108 -2.835 5.811 -0.63
H -18.724 -0.037 6.596 0.43
H -19.125 -1.318 5.377 0.13
H -17.637 -0.473 5.219 0.40
H -16.640 -1.410 7.150 0.30
H -17.823 -3.392 8.292 0.17
H -19.379 -2.811 7.550 0.09
H -18.533 -1.789 8.760 0.46
H -16.353 -3.353 6.197 0.16
C -23.757 -1.673 10.529 -1.35
C -23.472 -3.068 11.026 0.59
C -22.455 -3.812 10.195 -0.97
O -23.219 -2.941 12.380 -0.56
H -22.825 -1.088 10.566 0.31
H -24.563 -1.251 11.140 0.34
H -24.174 -1.707 9.544 0.37
H -24.307 -3.747 10.941 0.25
H -21.492 -3.301 10.136 0.48
H -22.793 -3.952 9.158 0.34
H -22.240 -4.862 10.532 -0.12
H -22.279 -2.786 12.544 0.31
C -15.034 -9.571 2.416 -1.74
C -15.871 -8.389 2.887 2.24
C -15.402 -7.057 2.242 -1.38
O -17.284 -8.750 2.525 -0.67
H -14.033 -9.453 2.752 0.41
H -15.029 -9.583 1.309 0.37
H -15.463 -10.486 2.899 0.41
H -15.718 -8.338 3.984 -0.73
H -15.527 -6.163 2.832 -0.06
H -15.826 -6.939 1.265 0.45
H -14.351 -7.108 2.023 0.47
H -17.812 -8.057 2.918 0.27